C24H42CdN6 | ωB97M-V/def2-TZVPD

Geometry as XYZ:
```
73
C24H42CdN6 | OMol25 | ωB97M-V/def2-TZVPD
Cd -7.1253 -41.7312 -1.7242
C -8.7653 -39.0297 4.5774
C -8.2082 -40.0032 3.5391
C -9.2046 -40.1614 2.3665
C -8.6411 -40.7563 1.1574
N -8.2184 -41.2011 0.1901
H -7.9400 -38.6526 5.1780
H -9.5114 -39.4812 5.2252
H -9.2041 -38.1712 4.0663
H -8.0833 -41.0019 3.9644
H -7.2191 -39.7062 3.1941
H -9.5534 -39.1686 2.0758
H -10.0326 -40.7993 2.6747
C -3.2613 -45.8542 -0.5938
C -3.8035 -45.5444 0.7941
C -5.3412 -45.3807 0.7481
C -5.7201 -44.1960 -0.0155
N -5.9763 -43.2555 -0.6227
H -3.4058 -45.0301 -1.3018
H -3.7289 -46.7305 -1.0410
H -2.1754 -45.9612 -0.5747
H -3.4125 -44.5922 1.1528
H -3.5561 -46.3288 1.5037
H -5.7146 -45.2257 1.7643
H -5.8713 -46.2392 0.3373
C -4.6114 -44.6982 -6.4577
C -5.0814 -43.3567 -6.9919
C -6.4315 -42.8766 -6.4373
C -6.4885 -42.6774 -4.9941
N -6.5132 -42.5108 -3.8622
H -3.5313 -44.8003 -6.5734
H -5.0838 -45.5557 -6.9356
H -4.7460 -44.8242 -5.3767
H -5.2780 -43.4476 -8.0601
H -4.3032 -42.6188 -6.8054
H -7.2304 -43.5815 -6.6876
H -6.7055 -41.9507 -6.9480
C -11.8299 -39.8777 -3.9877
C -10.8980 -39.8688 -5.1950
C -9.6108 -39.0709 -4.9597
C -8.8044 -39.6753 -3.9042
N -8.2060 -40.1564 -3.0552
H -12.7445 -40.4304 -4.1855
H -12.0710 -38.8621 -3.6710
H -11.3470 -40.3577 -3.1292
H -11.4749 -39.5436 -6.0606
H -10.5935 -40.8876 -5.4603
H -9.8469 -38.0588 -4.6219
H -9.0251 -39.0297 -5.8775
C -1.9944 -39.3488 -0.9589
C -2.5386 -38.6456 -2.2038
C -3.9940 -38.1511 -2.0288
C -4.8643 -39.2768 -1.7354
N -5.5237 -40.1859 -1.5131
H -0.9124 -39.4423 -1.0477
H -2.4168 -40.3474 -0.8666
H -2.1813 -38.7493 -0.0672
H -2.5255 -39.3511 -3.0425
H -1.8843 -37.8532 -2.5636
H -4.2981 -37.7015 -2.9727
H -4.0414 -37.4612 -1.1871
C -9.3929 -46.0965 0.4427
C -9.7157 -46.5030 -0.9964
C -10.3130 -45.3574 -1.8242
C -9.4449 -44.1870 -1.8316
N -8.7676 -43.2663 -1.8548
H -8.5568 -45.3940 0.4520
H -9.1732 -46.9654 1.0578
H -10.2339 -45.5853 0.9214
H -10.3948 -47.3527 -1.0191
H -8.7687 -46.8545 -1.4162
H -11.2463 -45.0958 -1.3200
H -10.5051 -45.6461 -2.8559
```

The LUMO energy is -4.08 eV. The charge is +2. As for the spin multiplicity: 1.



C28H48NNaO3S | ωB97M-V/def2-TZVPD

Geometry as XYZ:
```
82
C28H48NNaO3S | OMol25 | ωB97M-V/def2-TZVPD
Na -2.0710 2.2291 -1.4673
C 1.5757 -2.3549 0.7930
C 2.2678 -1.5566 1.7420
C 1.7597 -1.8392 3.0319
C 0.9617 -2.9509 2.8038
C 0.6807 -3.1759 1.4314
C -0.2369 -4.1520 0.8470
C -1.3183 -4.5089 1.8942
C -0.9696 -3.5275 -0.2860
C 0.5802 -5.3701 0.4661
C 1.9854 -1.2212 4.4582
C 3.2504 -1.8464 5.1027
C 0.7371 -1.5293 5.2656
C 2.0628 0.3001 4.4356
C 3.3868 -0.6323 1.2086
C 3.7354 -1.1068 -0.2482
C 4.6217 -0.5366 2.0332
C 2.6497 0.7011 0.9345
H 1.7341 -2.2902 -0.2904
H 0.5159 -3.5371 3.6141
H -1.7037 -3.5938 2.2912
H -0.9782 -5.1946 2.7020
H -2.1673 -4.9715 1.4335
H -1.2820 -2.4918 0.0085
H -1.8245 -4.0875 -0.5485
H -0.2849 -3.3792 -1.1289
H 1.1778 -5.6835 1.3452
H 1.3259 -5.1215 -0.2748
H -0.0537 -6.1736 0.0540
H 3.1562 -2.9250 5.2066
H 3.4813 -1.3992 6.1060
H 4.1727 -1.7921 4.3952
H 0.5870 -2.6438 5.4860
H -0.1392 -1.1966 4.6751
H 0.7146 -1.0088 6.2592
H 2.9408 0.5918 3.8339
H 2.2411 0.5473 5.4869
H 1.1304 0.7975 4.0623
H 4.0930 -2.1733 -0.2189
H 4.6317 -0.4946 -0.5096
H 2.9154 -0.9916 -0.9545
H 5.1268 -1.5221 2.1374
H 4.4128 -0.0707 3.0458
H 5.3204 0.0590 1.4614
H 1.8228 0.4379 0.3156
H 3.2415 1.4926 0.4056
H 2.2094 1.1057 1.8517
C -0.6969 5.3329 -3.4991
O -1.1310 4.4731 -2.4006
C -1.4970 5.0677 -1.1429
C -3.0393 5.1343 -0.9866
O -3.5898 3.9223 -1.5249
C -4.9039 3.5203 -1.2142
C -5.0317 2.2359 -2.0444
O -4.0900 1.2658 -1.5438
C -4.5964 -0.0642 -1.7621
H -1.2927 4.9993 -4.3562
H -0.9727 6.3873 -3.2216
H 0.3985 5.2740 -3.7158
H -1.0722 4.3755 -0.3048
H -1.0693 6.0701 -1.0565
H -3.3887 5.2383 0.0811
H -3.3932 5.9941 -1.5997
H -4.9618 3.2386 -0.1371
H -5.6032 4.2817 -1.5486
H -6.0417 1.7124 -2.0089
H -4.8750 2.5645 -3.0784
H -4.5904 -0.2883 -2.8500
H -3.9627 -0.7181 -1.1763
H -5.5857 -0.0721 -1.3262
S -0.3041 0.2026 -1.5399
C -0.0629 0.6515 -3.1812
N -0.7089 -0.0940 -4.1529
C -0.5758 0.1321 -5.4928
C 0.2277 1.1274 -5.9382
C 0.8692 1.9659 -5.0120
C 0.7349 1.7627 -3.6502
H -1.3156 -0.8493 -3.8449
H -0.9884 -0.6104 -6.1455
H 0.2490 1.4149 -6.9762
H 1.4928 2.7211 -5.4517
H 1.1913 2.4184 -2.8948
```

The LUMO energy is -0.95 eV. As for the spin multiplicity: 1.



C2HNO3 | ωB97M-V/def2-TZVPD

Geometry as XYZ:
```
7
C2HNO3 | OMol25 | ωB97M-V/def2-TZVPD
C 2.6025 1.3479 0.7583
C 2.7679 -1.9666 0.1124
N 2.6155 -0.7531 -0.1977
O 2.3339 -2.9883 0.5702
O 2.7923 2.0666 -0.1361
O 3.7969 -1.5487 -0.7292
H -16.9090 3.8423 -0.3779
```

The LUMO energy is 5.06 eV. The charge is -2. As for the spin multiplicity: 1.



C27H43BrCrN2O2P2 | ωB97M-V/def2-TZVPD

Geometry as XYZ:
```
78
C27H43BrCrN2O2P2 | OMol25 | ωB97M-V/def2-TZVPD
C -0.5807 7.2209 -6.2704
C -0.7501 5.8612 -6.5950
C -1.0694 5.5385 -7.9262
C -1.2216 6.5727 -8.8603
N -1.0592 7.8517 -8.5234
C -0.7517 8.1877 -7.2712
C -0.6225 4.8281 -5.5894
C -0.5551 3.9970 -4.6984
C -0.6369 3.1122 -3.6090
C 0.3231 3.1978 -2.5843
C 0.2201 2.3362 -1.4907
C -0.8145 1.3982 -1.5187
C -1.8428 1.3881 -2.4433
C -1.7186 2.2174 -3.5513
Cr 0.0652 -0.2726 -0.6900
P 2.2182 -0.9964 -1.2535
H -1.2061 4.5053 -8.2334
H -0.3274 7.5277 -5.2581
H -1.4813 6.3445 -9.8994
H -0.6349 9.2516 -7.0388
H -2.4652 2.2071 -4.3513
H 1.1253 3.9388 -2.6614
H -2.7098 0.7380 -2.3417
H 0.9427 2.3754 -0.6698
C 2.4206 -2.5147 -0.2741
C 3.2673 -3.6277 -0.8830
H 1.4004 -2.8739 -0.0541
H 2.8365 -2.1951 0.6957
H 3.2851 -4.4742 -0.1886
H 2.8505 -3.9911 -1.8271
H 4.3033 -3.3210 -1.0573
C 2.0866 -1.3382 -3.0285
C 2.8634 -0.4162 -3.9671
H 1.0070 -1.2474 -3.2458
H 2.3622 -2.3919 -3.1770
H 2.5608 -0.6368 -4.9974
H 2.6504 0.6453 -3.7831
H 3.9479 -0.5703 -3.9022
C 3.6707 0.0437 -0.9485
C 5.0252 -0.6547 -0.9217
H 3.4715 0.5375 0.0153
H 3.6552 0.8360 -1.7088
H 5.8053 0.1054 -0.7878
H 5.1067 -1.3565 -0.0833
H 5.2500 -1.1939 -1.8513
Br -2.3075 -0.5474 -0.0378
P -2.4027 -3.1333 -3.9560
C -0.5887 -3.3199 -3.7879
C -0.1609 -4.7426 -4.1532
H -0.3268 -3.0741 -2.7475
H -0.1266 -2.5830 -4.4594
H 0.9083 -4.7680 -4.3968
H -0.3350 -5.4392 -3.3227
H -0.7154 -5.1172 -5.0257
C -2.9538 -3.0435 -2.2152
C -4.3856 -3.5529 -2.0395
H -2.8636 -1.9911 -1.8989
H -2.2428 -3.6258 -1.6103
H -4.6237 -3.6090 -0.9717
H -5.1075 -2.8748 -2.5105
H -4.5200 -4.5517 -2.4764
C -2.5991 -1.4370 -4.6449
C -2.9204 -1.4993 -6.1445
H -1.6708 -0.8800 -4.4588
H -3.4105 -0.9472 -4.0864
H -3.2840 -0.5271 -6.4965
H -2.0340 -1.7590 -6.7348
H -3.6948 -2.2480 -6.3573
N -0.3336 0.7171 3.6642
C 1.1110 1.0190 3.4147
C 1.2859 0.8957 1.9148
O 2.1654 1.5428 1.3282
O 0.4099 0.1043 1.3938
H -0.8839 1.5521 3.4221
H -0.5104 0.5175 4.6550
H -0.6284 -0.0605 3.0418
H 1.3540 2.0136 3.7852
H 1.7270 0.2854 3.9382
```

The LUMO energy (spin up / spin down) is -6.16 / -8.93 eV. The charge is +2. As for the spin multiplicity: 5.



Taking the records one at a time from the top gives DFT total energy values of -1435.5055 -1936.4666 -357.1108 -5615.1604 Ha.
Taking the records one at a time from the top gives energy above the lowest of the compared OMol25 structures with the same formula, charge and spin values of 0.00 263.50 401.63 0.00 kJ/mol.